{"formula": "C20H27B2BrF4FeN6O5S", "method": "ωB97M-V/def2-TZVPD", "symbols": ["Fe", "C", "C", "N", "O", "B", "F", "F", "O", "N", "C", "C", "C", "N", "O", "B", "F", "F", "O", "N", "C", "C", "C", "H", "H", "H", "H", "H", "H", "H", "H", "H", "H", "H", "H", "C", "C", "N", "C", "C", "C", "S", "N", "C", "O", "C", "C", "C", "C", "C", "C", "H", "H", "H", "H", "H", "H", "H", "H", "H", "H", "H", "H", "H", "H", "H", "Br"], "xyz": [[-0.56479, -0.36100, -1.71601], [-3.31721, -2.29192, -4.20673], [-2.55917, -1.58474, -3.13599], [-1.27053, -1.48903, -3.12011], [-0.54722, -2.18415, -4.00061], [0.66308, -1.50487, -4.63749], [1.44001, -2.53608, -5.10979], [0.26194, -0.63836, -5.61647], [1.42875, -0.69697, -3.58542], [1.07007, -1.00287, -2.32905], [1.48273, -2.12200, -1.79255], [2.73018, -2.79527, -2.24639], [0.62466, -2.60994, -0.73921], [-0.46760, -1.92866, -0.62233], [-1.42247, -2.38340, 0.19725], [-2.13774, -1.34155, 1.01742], [-1.27454, -0.81443, 1.96431], [-3.21526, -1.96729, 1.58588], [-2.62084, -0.19527, 0.12644], [-2.34608, -0.38534, -1.17737], [-3.17256, -1.02098, -1.94885], [-4.60924, -1.20049, -1.60866], [0.89497, -3.82701, 0.07469], [-2.66375, -2.45556, -5.05929], [-4.17593, -1.69326, -4.51088], [-3.67981, -3.26035, -3.85635], [3.00877, -2.40035, -3.21959], [2.59858, -3.87395, -2.31725], [3.53121, -2.58025, -1.53468], [-4.74838, -1.05781, -0.53933], [-4.95976, -2.18973, -1.89808], [-5.20241, -0.45674, -2.14539], [1.96476, -4.01124, 0.14184], [0.40853, -4.69370, -0.37846], [0.47013, -3.69561, 1.06813], [5.27213, 1.59292, 2.34814], [4.24900, 0.63141, 2.95231], [2.88329, 1.14300, 2.94025], [2.35009, 1.78435, 4.14305], [2.60099, 3.28781, 4.17864], [2.12414, 1.05396, 1.84642], [2.72763, 0.30327, 0.43176], [0.92669, 1.61650, 1.86344], [0.04627, 1.44943, 0.87537], [0.20272, 0.67738, -0.13255], [-1.16791, 2.28891, 1.03377], [-1.94971, 2.65334, -0.05735], [-3.11177, 3.38239, 0.12822], [-3.49911, 3.76514, 1.40327], [-2.70506, 3.43411, 2.49278], [-1.54670, 2.69988, 2.31239], [6.24867, 1.10909, 2.31324], [5.36096, 2.50071, 2.94249], [4.98893, 1.86368, 1.33141], [4.51085, 0.41044, 3.98604], [4.26187, -0.30546, 2.38861], [2.81057, 1.29713, 5.00312], [1.28004, 1.59944, 4.16981], [3.66593, 3.51729, 4.15138], [2.18177, 3.70664, 5.09365], [2.11788, 3.76659, 3.32732], [-1.63634, 2.39257, -1.05787], [-3.72315, 3.63964, -0.72718], [-4.41795, 4.31741, 1.55440], [-2.99551, 3.73975, 3.48968], [-0.93597, 2.42805, 3.15965], [-0.74434, 1.50343, -3.00927]], "atomic_forces_ev_per_a": [[0.3, 2.1, 0.9], [0.0, 0.1, 0.1], [0.6, -0.4, -1.0], [-1.2, -1.4, -1.4], [-0.2, 0.0, -0.4], [-0.1, 0.3, 0.0], [0.0, -0.1, 0.1], [0.1, 0.0, 0.1], [0.6, 0.0, -0.1], [0.5, -1.5, -0.3], [0.9, 1.3, -0.8], [-0.3, -0.2, -0.3], [-0.8, -0.3, 1.0], [0.7, -1.2, 1.1], [0.2, -0.3, 0.1], [0.0, 0.4, 0.1], [0.0, 0.0, -0.1], [0.0, -0.1, -0.1], [-0.4, 0.0, 0.1], [-1.0, -1.0, -0.3], [-0.3, 0.9, 1.0], [0.1, -0.3, 0.2], [0.0, 0.1, -0.1], [0.0, 0.0, 0.0], [0.0, 0.0, 0.0], [0.0, 0.0, 0.0], [0.0, -0.1, 0.0], [0.0, 0.0, 0.0], [-0.1, 0.0, 0.1], [0.0, 0.0, 0.0], [0.0, 0.0, 0.0], [0.0, 0.0, -0.1], [0.0, 0.0, 0.0], [0.0, 0.0, 0.0], [0.0, 0.0, 0.0], [-0.1, -0.1, 0.1], [0.2, 0.1, -0.2], [0.0, -0.2, 0.0], [-0.1, 0.3, 0.1], [0.0, -0.1, -0.1], [-0.4, 0.3, 0.2], [0.0, -0.4, -0.6], [0.1, -0.1, 0.1], [-0.1, -0.2, -0.7], [0.9, 1.2, 1.9], [-0.2, 0.0, 0.0], [0.1, 0.1, 0.0], [0.0, 0.0, 0.0], [0.0, 0.0, 0.0], [0.0, 0.0, 0.1], [0.0, 0.0, -0.1], [0.0, 0.0, 0.0], [0.0, 0.0, 0.0], [0.0, 0.0, 0.0], [-0.1, -0.1, 0.0], [0.0, -0.1, 0.1], [0.0, -0.1, 0.0], [0.0, -0.1, 0.0], [0.0, 0.0, 0.0], [0.0, 0.0, 0.0], [0.0, 0.0, 0.0], [-0.1, 0.0, 0.2], [0.0, 0.0, 0.0], [0.0, 0.0, 0.0], [0.0, 0.0, 0.0], [0.0, 0.0, 0.0], [0.1, 1.1, -1.2]], "mol_weight_g_mol": 696.9, "e_homo_ha": [-0.3117, -0.3255], "orbital_gap_ha": [0.2701, 0.2317], "multiplicity": 5, "total_energy_ev": -167848.70089, "e_above_lowest_kcal_mol": 22.65}

{"formula": "C20H27BrFNO2S7SbTc", "method": "ωB97M-V/def2-TZVPD", "symbols": ["Tc", "C", "C", "C", "C", "C", "Br", "N", "C", "H", "H", "H", "H", "H", "H", "S", "Sb", "S", "S", "S", "C", "O", "C", "S", "S", "H", "H", "H", "F", "C", "C", "C", "C", "C", "C", "H", "H", "H", "H", "C", "C", "C", "S", "O", "C", "C", "C", "H", "H", "H", "H", "H", "H", "H", "H", "H", "H", "H", "H", "H", "H"], "xyz": [[-0.65741, 0.34789, 0.30292], [-5.99981, -0.62242, -1.31870], [-5.04591, 0.09008, -0.41055], [-5.46696, 0.93845, 0.60734], [-4.54352, 1.60479, 1.40398], [-3.21886, 1.34698, 1.15375], [-1.78500, 2.14598, 2.10764], [-2.78094, 0.51162, 0.21594], [-3.67703, -0.08808, -0.57386], [-7.02612, -0.31958, -1.12641], [-5.93309, -1.70178, -1.17727], [-5.76474, -0.40883, -2.36188], [-6.52448, 1.09196, 0.77977], [-4.84162, 2.29728, 2.17685], [-3.28157, -0.70147, -1.37291], [-2.59022, -0.34136, -3.94577], [-1.66636, 1.66190, -3.98536], [-0.28234, -0.98124, -1.34815], [-0.89051, 2.03512, -1.37928], [-2.67520, 2.80416, -1.94577], [-1.48912, -3.98667, -4.42826], [-1.26742, -3.43670, -3.10513], [-0.09772, -3.65148, -2.55707], [1.18169, -4.46875, -3.07518], [-0.09374, -2.92295, -0.88655], [-2.53064, -3.78011, -4.64744], [-1.28951, -5.05614, -4.41386], [-0.83103, -3.48912, -5.13786], [-2.03886, -4.01574, 4.38005], [-1.80480, -3.10254, 3.43940], [-0.93335, -2.06615, 3.71388], [-0.71688, -1.09975, 2.73968], [-1.33641, -1.20137, 1.49053], [-2.22241, -2.24552, 1.25537], [-2.46211, -3.20468, 2.22650], [-0.45346, -2.00924, 4.68123], [-0.06590, -0.26941, 2.98576], [-2.74965, -2.32889, 0.31382], [-3.14730, -4.02370, 2.05735], [5.02537, -1.73566, 3.28861], [4.22402, -1.54909, 2.00521], [3.32139, -0.32068, 2.12155], [2.58521, 0.04491, 0.51900], [1.18532, 0.66008, 0.88588], [3.56893, 1.43278, -0.06058], [3.50774, 2.73593, 0.73352], [2.31662, 3.62053, 0.38261], [5.59914, -2.65868, 3.24712], [4.37016, -1.78719, 4.15855], [5.72336, -0.91271, 3.44037], [3.61155, -2.42960, 1.80283], [4.90687, -1.43112, 1.15886], [3.87258, 0.55372, 2.46773], [2.47699, -0.49512, 2.78922], [3.27361, 1.57760, -1.10143], [4.57204, 0.99154, -0.06991], [4.43139, 3.27055, 0.50499], [3.53194, 2.53786, 1.80676], [2.31408, 3.86890, -0.67956], [2.37422, 4.55619, 0.93610], [1.36637, 3.14706, 0.62557]], "atomic_forces_ev_per_a": [[0.3, -0.5, -0.8], [0.0, 0.0, 0.0], [0.1, 0.0, 0.1], [0.0, 0.0, 0.0], [0.1, 0.0, -0.1], [0.0, 0.0, 0.0], [0.0, 0.1, 0.1], [-0.1, 0.1, 0.2], [0.0, 0.1, 0.0], [0.0, 0.0, 0.0], [0.0, 0.0, 0.0], [0.0, 0.0, 0.0], [0.0, 0.0, 0.0], [0.0, 0.0, 0.0], [0.0, 0.0, 0.0], [0.0, -0.1, 0.0], [-0.2, 0.0, 0.1], [-0.4, 0.2, 0.3], [0.2, -0.2, 0.0], [0.1, 0.1, 0.0], [0.0, 0.0, -0.1], [0.0, 0.0, 0.0], [0.1, 0.1, -0.1], [0.0, 0.0, 0.1], [0.1, 0.1, 0.1], [0.0, 0.0, 0.0], [0.0, 0.0, 0.0], [0.0, 0.0, 0.0], [0.0, 0.0, 0.0], [0.0, 0.0, 0.0], [0.0, -0.1, 0.0], [0.0, 0.0, 0.0], [-0.1, 0.0, -0.1], [0.0, 0.0, 0.0], [0.0, 0.0, 0.0], [0.0, 0.0, 0.0], [0.0, 0.0, 0.0], [0.0, 0.0, 0.0], [0.0, 0.0, 0.0], [0.0, 0.0, 0.0], [0.0, 0.0, 0.0], [0.1, 0.0, 0.0], [0.0, -0.1, -0.1], [-0.1, 0.3, 0.4], [0.0, 0.0, 0.0], [-0.1, 0.0, 0.0], [0.0, 0.0, 0.0], [0.0, 0.0, 0.0], [0.0, 0.0, 0.0], [0.0, 0.0, 0.0], [0.0, 0.0, 0.0], [0.0, 0.0, 0.0], [-0.1, 0.0, 0.0], [0.0, 0.0, 0.0], [0.0, 0.0, 0.0], [0.0, 0.0, 0.0], [0.0, 0.0, 0.0], [0.0, 0.0, 0.0], [0.0, 0.0, 0.0], [0.0, 0.0, 0.0], [0.0, 0.0, 0.0]], "mol_weight_g_mol": 856.6, "e_homo_ha": [-0.4954, -0.4953], "orbital_gap_ha": [0.1936, 0.1933], "total_charge": 2, "total_energy_ev": -184090.67157, "e_above_lowest_kcal_mol": 36.77}

{"formula": "C20H27N2O3PdSSi", "method": "ωB97M-V/def2-TZVPD", "symbols": ["Pd", "C", "N", "C", "C", "C", "C", "C", "C", "C", "C", "H", "H", "H", "H", "H", "H", "H", "H", "H", "H", "H", "H", "N", "C", "C", "C", "C", "C", "C", "S", "O", "O", "O", "H", "H", "H", "H", "H", "H", "C", "Si", "C", "C", "C", "C", "H", "H", "H", "H", "H", "H", "H", "H", "H"], "xyz": [[-0.37953, -0.02202, -0.11833], [0.86894, 2.71728, 1.20903], [1.40960, 1.55609, 0.52003], [2.50450, 0.96497, 1.26975], [1.85759, 1.87762, -0.84018], [2.11141, 0.60746, -1.62405], [3.27105, 0.43458, -2.36427], [3.44882, -0.71964, -3.11331], [2.46556, -1.69145, -3.12876], [1.31825, -1.52930, -2.36090], [1.12506, -0.39328, -1.58089], [1.60332, 3.53552, 1.27508], [0.58014, 2.42361, 2.21891], [-0.01757, 3.06730, 0.67747], [3.34536, 1.66869, 1.38452], [2.86187, 0.07801, 0.74427], [2.16207, 0.67663, 2.26306], [2.76243, 2.50992, -0.80824], [1.04663, 2.43173, -1.33391], [4.04201, 1.19605, -2.35895], [4.34988, -0.85671, -3.69294], [2.59018, -2.58448, -3.72962], [0.56075, -2.30737, -2.38737], [0.17979, -1.99569, 1.40312], [-1.11642, -2.38322, 1.87183], [-1.28999, -3.03190, 3.08836], [-2.57002, -3.38322, 3.49105], [-3.65037, -3.08737, 2.69139], [-3.49217, -2.44045, 1.48299], [-2.21960, -2.09461, 1.07053], [-5.30534, -3.64781, 3.19437], [-5.48347, -4.83900, 2.36769], [-5.18170, -3.92060, 4.62241], [-6.19617, -2.54897, 2.85834], [0.87885, -2.12829, 2.12922], [0.44618, -2.54794, 0.58733], [-0.42827, -3.25213, 3.70876], [-2.76162, -3.87795, 4.42923], [-4.36683, -2.21759, 0.89444], [-2.05006, -1.58831, 0.10456], [-5.57801, 1.58479, -2.38677], [-5.04812, 1.85903, -0.56748], [-5.30689, 3.70287, -0.10942], [-6.14205, 0.76104, 0.53401], [-3.25944, 1.41647, -0.41671], [-2.09919, 1.08897, -0.23835], [-6.60708, 1.88097, -2.57066], [-5.49297, 0.53139, -2.63360], [-4.94670, 2.13526, -3.07715], [-6.34460, 3.99714, -0.23453], [-4.70240, 4.35925, -0.72820], [-5.03870, 3.88778, 0.92583], [-7.17790, 1.09002, 0.53249], [-5.80447, 0.74765, 1.56459], [-6.12926, -0.26675, 0.18703]], "atomic_forces_ev_per_a": [[0.5, 0.4, 0.3], [-0.2, 0.1, 0.0], [-0.3, -0.1, -0.3], [0.1, -0.2, 0.1], [-0.1, -0.1, -0.2], [-0.2, 0.1, 0.2], [-0.1, 0.0, 0.0], [0.1, 0.0, -0.1], [0.0, -0.1, 0.0], [-0.3, 0.0, 0.2], [0.0, 0.2, 0.2], [0.0, -0.1, 0.0], [-0.1, 0.1, 0.0], [0.1, 0.0, 0.1], [-0.1, 0.0, -0.1], [0.0, 0.0, 0.1], [0.0, 0.0, 0.0], [-0.1, 0.0, 0.0], [0.2, 0.0, 0.2], [0.0, 0.1, 0.0], [0.1, 0.0, -0.1], [0.0, 0.0, 0.0], [0.0, 0.0, 0.0], [0.3, 0.0, -0.4], [-0.3, -0.2, 0.0], [0.0, 0.2, -0.2], [0.3, 0.1, 0.1], [-0.9, -0.3, 0.3], [0.2, 0.0, -0.1], [0.4, 0.1, -0.3], [0.3, -0.3, -0.1], [-0.1, 0.2, 0.2], [0.0, 0.1, -0.2], [0.1, 0.1, 0.0], [-0.1, 0.1, -0.2], [0.1, 0.0, 0.3], [0.0, 0.0, 0.0], [0.0, -0.1, 0.1], [-0.1, 0.1, -0.1], [-0.3, -0.3, 0.3], [0.2, 0.1, 0.6], [-0.4, 0.1, -0.2], [0.2, -0.7, -0.2], [0.5, 0.4, -0.4], [-0.8, 0.3, 0.1], [0.7, -0.2, -0.3], [-0.2, 0.1, 0.1], [0.1, -0.2, 0.0], [0.2, 0.1, -0.1], [-0.3, 0.0, -0.1], [0.2, 0.0, -0.1], [0.1, 0.0, 0.2], [-0.2, 0.1, -0.1], [0.1, 0.0, 0.2], [0.0, -0.2, -0.1]], "mol_weight_g_mol": 510.0, "e_homo_ha": [-0.1947, -0.1947], "orbital_gap_ha": [0.2771, 0.2362], "total_charge": -1, "multiplicity": 3, "total_energy_ev": -52492.74430}

{"formula": "C20H27N3O", "method": "ωB97M-V/def2-TZVPD", "symbols": ["N", "C", "C", "C", "C", "C", "C", "C", "H", "H", "C", "O", "N", "H", "C", "H", "H", "C", "N", "C", "H", "C", "C", "C", "C", "H", "H", "H", "H", "H", "H", "H", "H", "H", "C", "C", "C", "C", "C", "H", "H", "H", "H", "H", "H", "H", "H", "H", "H", "H", "H"], "xyz": [[5.34266, 5.16876, -3.09415], [4.40446, 4.67234, -2.66170], [3.25054, 4.05771, -2.12223], [2.07541, 4.79363, -1.96264], [0.95840, 4.18221, -1.43303], [0.99627, 2.84552, -1.04213], [2.16777, 2.11341, -1.21787], [3.28939, 2.71157, -1.75669], [4.19831, 2.14601, -1.90076], [2.20678, 1.06439, -0.96252], [-0.26200, 2.25622, -0.48687], [-1.35943, 2.65988, -0.82474], [-0.08189, 1.25775, 0.40418], [0.84899, 1.05449, 0.72946], [-1.16790, 0.62831, 1.12043], [-2.10141, 1.01268, 0.70764], [-1.11485, 0.94363, 2.16556], [-1.17127, -0.91583, 1.08191], [-1.71991, -1.41207, -0.18109], [-1.68403, -0.64986, -1.40999], [-1.80748, 0.41092, -1.22280], [-0.43078, -0.90322, -2.25660], [-0.37313, -2.38128, -2.62671], [-0.41540, -3.22071, -1.35362], [-1.62269, -2.82466, -0.48561], [-1.61657, -3.41117, 0.43339], [-2.53426, -3.09207, -1.03653], [-0.49429, -4.28130, -1.60211], [0.51384, -3.07666, -0.80069], [0.53143, -2.60443, -3.19778], [-1.23434, -2.62606, -3.25307], [-0.46442, -0.28188, -3.15307], [0.46166, -0.62887, -1.69034], [-2.55526, -0.97035, -1.99685], [-2.14574, -1.38320, 2.19360], [-1.66203, -1.12832, 3.62075], [-0.26139, -1.68930, 3.84175], [0.70843, -1.11592, 2.81439], [0.23738, -1.46548, 1.40451], [0.95649, -1.11241, 0.66224], [0.20558, -2.55299, 1.33544], [0.78578, -0.03493, 2.94775], [1.70467, -1.53718, 2.97322], [0.07871, -1.45321, 4.85212], [-0.28584, -2.77702, 3.74317], [-1.66390, -0.06001, 3.84574], [-2.36037, -1.59994, 4.31563], [-2.30902, -2.45433, 2.07861], [-3.10626, -0.89176, 2.03238], [0.03325, 4.72525, -1.31315], [2.04965, 5.83173, -2.25856]], "atomic_forces_ev_per_a": [[0.3, 0.2, -0.1], [0.4, 0.2, -0.2], [-0.7, -0.5, 0.3], [0.1, -0.1, 0.0], [-0.1, -0.1, 0.1], [0.2, 0.2, -0.3], [-0.2, 0.0, 0.1], [0.1, 0.2, -0.1], [0.0, 0.0, 0.0], [0.0, -0.1, 0.0], [0.0, -0.1, 0.1], [-0.1, 0.2, -0.1], [0.2, -0.3, 0.2], [0.0, 0.1, -0.1], [-0.3, -0.2, 0.1], [0.1, 0.0, 0.1], [-0.1, 0.0, -0.1], [-0.1, -0.1, 0.2], [-0.1, 0.1, -0.1], [0.3, 0.2, -0.1], [-0.1, 0.0, 0.0], [-0.3, -0.1, -0.1], [0.3, 0.1, 0.2], [-0.2, 0.0, -0.1], [0.2, -0.2, 0.1], [-0.1, 0.0, 0.0], [0.0, -0.1, 0.0], [0.0, -0.1, 0.0], [0.0, 0.0, 0.1], [-0.1, 0.0, -0.1], [0.0, 0.0, -0.1], [0.0, 0.1, 0.0], [0.1, 0.1, 0.0], [0.0, 0.1, -0.1], [0.2, 0.3, 0.1], [0.0, -0.3, 0.0], [0.0, 0.3, 0.1], [0.0, -0.4, 0.0], [-0.1, 0.3, 0.1], [0.0, -0.1, -0.1], [0.0, -0.1, -0.1], [0.1, 0.1, 0.0], [0.0, 0.1, 0.0], [0.0, -0.1, 0.0], [0.0, -0.1, 0.0], [0.0, 0.0, 0.1], [0.0, 0.1, 0.0], [0.0, -0.1, -0.1], [-0.1, 0.0, -0.1], [-0.1, 0.0, 0.0], [0.0, 0.1, 0.0]], "mol_weight_g_mol": 325.5, "e_homo_ha": -0.2925, "orbital_gap_ha": 0.2861, "total_energy_ev": -27696.71573, "smiles": "N#Cc1ccc(C(=O)NCC2(N3CCCCC3)CCCCC2)cc1", "e_above_lowest_kcal_mol": 0.00}